17 unconnected molecules or ions with the total composition C103H193N7O27, computed with the ωB97M-V functional and the def2-TZVPD basis.

XYZ file:
```
330
Properties=species:S:1:pos:R:3
C -0.6825 2.9452 7.1980
C 0.4875 2.0405 7.5347
C 0.7859 2.1379 9.0590
C 1.5733 0.9020 9.7059
C 1.0631 -0.4562 9.2273
C 0.7855 -0.5726 7.7482
N 0.1258 0.6417 7.2053
O -0.3766 0.4924 5.8922
C 2.0563 -0.9032 6.8945
C -0.2969 -1.7031 7.5991
C 1.7989 2.4958 6.7869
H -0.7454 3.0540 6.1153
H -0.4737 3.9594 7.5382
H -1.6529 2.5891 7.5439
H 1.4580 2.9815 9.2157
H -0.1793 2.2429 9.5544
H 1.5714 0.9415 10.7952
H 2.6330 1.0631 9.5078
H 0.1782 -0.7400 9.7969
H 1.8346 -1.1642 9.5301
H 1.8216 -0.9290 5.8304
H 2.8503 -0.1587 6.9507
H 2.4483 -1.8879 7.1491
H -0.0619 -2.7246 7.8981
H -1.1956 -1.4394 8.1567
H -0.6187 -1.8213 6.5645
H 1.6106 2.1814 5.7603
H 2.7000 1.9646 7.0933
H 2.0933 3.5441 6.7366
H -1.1348 -0.0927 5.9589
C 6.1739 -0.6096 -6.9533
C 6.5394 -1.9194 -6.1675
C 7.9415 -1.7252 -5.4992
C 7.8279 -0.7871 -4.3167
C 6.8233 -1.3964 -3.3430
C 5.4023 -1.6876 -3.8511
N 5.5390 -2.3363 -5.1729
O 4.2998 -2.6579 -5.6735
C 4.7064 -2.5998 -2.8112
C 4.5824 -0.3674 -4.0089
C 6.5574 -3.0962 -7.1922
H 5.1071 -0.6478 -7.1739
H 6.7151 -0.4628 -7.8880
H 6.3544 0.2336 -6.2866
H 8.3880 -2.6368 -5.1020
H 8.7012 -1.3386 -6.1785
H 7.5687 0.2439 -4.5574
H 8.8222 -0.6944 -3.8798
H 6.7800 -0.8014 -2.4308
H 7.2917 -2.3668 -3.1787
H 4.3884 -2.1873 -1.8537
H 3.7908 -2.8943 -3.3241
H 5.2494 -3.5142 -2.5721
H 3.5914 -0.7009 -4.3168
H 4.5375 0.1559 -3.0538
H 4.8984 0.3165 -4.7967
H 5.6501 -3.2024 -7.7868
H 6.6598 -4.0805 -6.7352
H 7.4227 -3.1484 -7.8531
H 4.3313 -3.6155 -5.6140
C 2.3239 -5.9720 -1.6097
C 0.9202 -6.5304 -1.8628
C 0.9964 -8.0195 -2.0237
C 1.0674 -8.9187 -0.7519
C -0.0758 -8.4654 0.1438
C 0.0385 -6.9811 0.5584
N -0.0095 -6.1992 -0.7243
O -0.2439 -4.9101 -0.6494
C -1.3274 -6.7132 1.2966
C 1.2315 -6.7563 1.5696
C 0.3541 -5.8518 -3.1939
H 2.3391 -4.8825 -1.5785
H 3.0285 -6.1769 -2.4157
H 2.7700 -6.1457 -0.6304
H 0.1239 -8.3521 -2.5859
H 1.8071 -8.3059 -2.6936
H 2.0145 -8.7547 -0.2378
H 1.0030 -9.9720 -1.0249
H -0.3606 -9.0846 0.9944
H -0.9536 -8.6030 -0.4876
H -1.1847 -5.6957 1.6605
H -2.2419 -6.7195 0.7035
H -1.3801 -7.3880 2.1509
H 1.1246 -5.7868 2.0562
H 1.1445 -7.4780 2.3819
H 2.2407 -7.0123 1.2470
H 0.5392 -6.2808 -4.1786
H 0.6729 -4.8103 -3.2348
H -0.7328 -5.8334 -3.1140
H -1.1896 -4.8087 -0.7800
C 1.3187 -0.9186 -1.9306
C 0.5410 -0.0559 -0.9692
C -0.1337 -0.9869 -0.0028
C -1.0621 -0.2795 1.0395
C -0.2142 0.6177 1.9433
C 0.7666 1.5451 1.0770
N 1.2651 0.8800 -0.1294
O 2.1729 1.5911 -0.8273
C -0.0337 2.8448 0.8508
C 2.0129 1.8511 1.9973
C -0.4723 0.7187 -1.8808
H 2.1080 -1.5606 -1.5396
H 1.7257 -0.2941 -2.7259
H 0.7588 -1.6962 -2.4502
H -0.7401 -1.7584 -0.4775
H 0.6090 -1.5573 0.5550
H -1.5318 -1.0592 1.6392
H -1.9228 0.1991 0.5724
H 0.4165 -0.0797 2.4947
H -0.9955 1.1182 2.5152
H 0.7020 3.6476 0.8015
H -0.4952 3.1120 -0.0999
H -0.8141 3.1122 1.5633
H 2.7395 1.0738 2.2338
H 2.5256 2.7058 1.5560
H 1.5282 2.1632 2.9224
H -0.0193 1.5274 -2.4544
H -1.3001 1.1338 -1.3060
H -1.0458 0.0647 -2.5376
H 1.6658 2.3103 -1.2108
C -5.1490 -0.1281 2.4122
C -5.1299 0.3225 3.9190
C -6.6400 0.2424 4.3047
C -6.9200 0.3192 5.8221
C -6.1305 -0.8857 6.4172
C -4.6140 -0.7231 6.2183
N -4.3785 -0.6546 4.7764
O -3.0392 -0.7756 4.4361
C -4.0019 0.4442 7.1043
C -4.0748 -2.1023 6.6535
C -4.6013 1.7398 4.1513
H -5.4765 -1.1673 2.3832
H -4.1617 -0.0214 1.9628
H -5.9526 0.2322 1.7699
H -7.1529 1.1020 3.8733
H -7.0501 -0.7065 3.9590
H -7.9962 0.1917 5.9388
H -6.6162 1.2953 6.2005
H -6.4235 -1.8454 5.9914
H -6.3140 -1.0048 7.4850
H -2.9269 0.3024 7.2152
H -4.1616 1.4642 6.7548
H -4.4619 0.6001 8.0802
H -2.9881 -2.1021 6.5686
H -4.3641 -2.3851 7.6656
H -4.3383 -2.9138 5.9751
H -5.1734 2.2492 4.9267
H -4.7970 2.4489 3.3469
H -3.5865 1.9292 4.5011
H -2.9624 -1.5571 3.8839
C -6.4212 -2.9578 -5.4324
C -5.4539 -1.7583 -5.4995
C -5.8056 -0.7116 -4.3292
C -5.5273 -1.2119 -2.8729
C -4.0689 -1.6701 -2.8074
C -3.6366 -2.6624 -3.9015
N -4.0672 -2.1920 -5.2387
O -3.5665 -2.9352 -6.2837
C -2.0738 -2.7279 -3.9925
C -4.1501 -4.1157 -3.5369
C -5.5347 -0.9314 -6.8335
H -7.3582 -2.6408 -5.8901
H -6.6122 -3.2994 -4.4151
H -6.0670 -3.8028 -6.0229
H -5.2634 0.2193 -4.4956
H -6.8840 -0.5769 -4.2454
H -6.1890 -2.0321 -2.5945
H -5.7756 -0.4630 -2.1208
H -3.8076 -2.0829 -1.8330
H -3.5450 -0.7143 -2.8185
H -1.7180 -3.5760 -4.5774
H -1.4930 -1.8613 -4.3085
H -1.6878 -3.0382 -3.0216
H -4.2631 -4.7223 -4.4355
H -3.4481 -4.6404 -2.8888
H -5.0890 -4.0913 -2.9837
H -4.6955 -0.2494 -6.9707
H -6.4884 -0.4603 -7.0711
H -5.3491 -1.4999 -7.7448
H -4.0839 -3.7436 -6.2634
C -2.6621 3.4040 -4.6499
C -3.8244 3.5563 -3.6468
C -3.5498 2.5622 -2.4985
C -4.3505 2.7452 -1.2017
C -4.2196 4.2024 -0.7708
C -4.5861 5.2663 -1.8289
N -3.8206 4.9475 -3.0608
O -3.9322 5.9439 -4.0483
C -6.1362 5.3379 -2.0167
C -4.1136 6.5929 -1.2359
C -5.1467 3.2536 -4.3324
H -2.4123 2.3659 -4.8692
H -1.7729 3.8460 -4.2003
H -2.9929 3.9022 -5.5612
H -3.6794 1.5527 -2.8888
H -2.4872 2.6350 -2.2671
H -3.9843 2.0189 -0.4761
H -5.3765 2.4697 -1.4458
H -3.2296 4.3166 -0.3293
H -4.9301 4.1818 0.0556
H -6.6590 5.8785 -1.2277
H -6.4062 5.8776 -2.9244
H -6.6160 4.3592 -2.0231
H -3.0430 6.6425 -1.0378
H -4.3841 7.3915 -1.9266
H -4.5870 6.9110 -0.3070
H -5.9502 2.9928 -3.6436
H -4.9940 2.5406 -5.1426
H -5.4728 4.1739 -4.8168
H -3.1347 6.4549 -3.8917
O 6.5428 3.2391 2.0220
C 6.1991 3.0645 3.1871
O 5.6710 4.0664 3.8722
C 5.3904 3.7020 5.1986
C 5.6108 2.2102 5.2564
C 6.4095 1.8316 4.0399
H 4.3726 3.9574 5.4935
H 6.1209 4.3067 5.7360
H 4.6948 1.6285 5.1531
H 6.1336 1.9595 6.1794
H 6.1268 0.8929 3.5634
H 7.4858 1.8577 4.2105
O 3.9445 -0.7459 4.0453
C 4.1003 -1.6159 3.1310
O 4.2514 -2.9301 3.4017
C 4.5829 -3.6982 2.2204
C 3.9900 -2.8042 1.0480
C 4.2009 -1.3464 1.6729
H 4.2088 -4.7014 2.0162
H 5.6420 -3.8074 1.9870
H 2.9189 -2.9871 0.9621
H 4.4754 -3.0807 0.1121
H 3.3774 -0.6662 1.4553
H 5.2159 -0.9643 1.5648
O 1.3345 3.9910 -1.8609
C 1.0978 5.1507 -1.9618
O 2.0169 6.1673 -2.2831
C 1.4506 7.4834 -2.3245
C 0.3023 7.2459 -1.2889
C -0.2413 5.8606 -1.6866
H 1.0917 7.6731 -3.3361
H 2.1408 8.2684 -2.0155
H -0.3590 8.1120 -1.3138
H 0.5718 7.1217 -0.2400
H -0.8891 5.8021 -2.5612
H -0.7899 5.2997 -0.9299
O 6.0783 2.9745 -4.5832
C 5.7841 3.0538 -3.3891
O 6.6895 3.3422 -2.4251
C 6.2220 3.4327 -1.0877
C 4.7546 3.7823 -1.3985
C 4.4125 3.1408 -2.7138
H 6.7093 4.1316 -0.4079
H 6.2501 2.4655 -0.5859
H 4.7188 4.8715 -1.4165
H 4.0672 3.5049 -0.5994
H 3.7576 3.7583 -3.3285
H 4.1439 2.0848 -2.6830
O -0.5234 -3.6888 -10.5153
C -0.1917 -3.8871 -9.3309
O -0.0167 -5.1224 -8.9203
C 0.1351 -5.1977 -7.5198
C 0.5199 -3.7927 -7.1544
C -0.0171 -2.9146 -8.2644
H 0.9507 -5.8962 -7.3327
H -0.7681 -5.6283 -7.0875
H 1.5873 -3.5764 -7.1111
H 0.1043 -3.4854 -6.1947
H 0.6817 -2.0995 -8.4528
H -1.0291 -2.5569 -8.0748
O -2.1360 -4.4119 5.4110
C -1.1203 -4.0073 4.8138
O -1.1767 -3.0343 3.8700
C 0.0731 -3.0211 3.0942
C 1.1254 -3.5658 4.0386
C 0.3264 -4.4610 5.0123
H 0.3685 -1.9972 2.8655
H -0.0784 -3.6276 2.2013
H 1.5002 -2.6860 4.5617
H 1.9321 -4.1071 3.5443
H 0.4519 -4.1097 6.0365
H 0.3699 -5.5486 4.9547
O -2.7879 -3.9247 -0.4100
C -3.6910 -3.9495 0.4406
O -3.5018 -4.4430 1.7342
C -4.5489 -4.0019 2.6243
C -5.6720 -3.7908 1.6619
C -4.9805 -3.2424 0.3599
H -4.2658 -3.1132 3.1883
H -4.8681 -4.8275 3.2603
H -6.3749 -3.1163 2.1508
H -6.1486 -4.7480 1.4507
H -4.8267 -2.1679 0.2614
H -5.3914 -3.5069 -0.6144
O 0.3719 0.2906 -8.0846
C 0.4666 1.0751 -7.1287
O 0.5493 2.4135 -7.3294
C 0.8771 3.1586 -6.1428
C 1.0916 2.0862 -5.0461
C 0.5379 0.7608 -5.5804
H 0.0251 3.8348 -6.0728
H 1.7815 3.7425 -6.3136
H 0.5952 2.4025 -4.1287
H 2.1209 1.7575 -4.9030
H -0.4524 0.4937 -5.2115
H 1.2189 -0.0556 -5.3400
O 3.0415 7.9652 3.3525
C 3.5070 7.3444 2.4335
O 2.6727 6.8268 1.5115
C 3.3905 6.2867 0.4756
C 4.8511 6.3312 0.8352
C 4.9558 6.9860 2.2047
H 3.2234 6.8187 -0.4610
H 3.1037 5.2754 0.1871
H 5.3524 6.8961 0.0492
H 5.0898 5.2722 0.9336
H 5.6057 7.8609 2.1865
H 5.2348 6.2531 2.9617
O -1.7263 6.4893 1.3402
C -1.4878 6.1273 2.4728
O -2.4281 6.0886 3.4548
C -1.7864 5.7370 4.6307
C -0.3293 6.0717 4.4679
C -0.1470 5.6178 3.0236
H -1.9357 4.6638 4.7490
H -2.1812 6.2460 5.5099
H 0.3637 5.5907 5.1583
H -0.2087 7.1550 4.4814
H -0.0636 4.5325 2.9661
H 0.6720 6.0674 2.4621
```

The calculation puts the LUMO energy at 0.009 Eh. Its net charge is 0. The HOMO-LUMO gap comes out at 8.2 eV.



A molecular structure, C10BiF5N2S3, computed with the ωB97M-V functional and the def2-TZVPD basis.

XYZ file:
```
21
Properties=species:S:1:pos:R:3
Bi -0.7114 0.1591 0.0045
F 1.8871 6.5500 -0.6967
C 1.0140 5.5743 -0.4876
C 1.4139 4.3753 0.0743
F 2.6881 4.2213 0.4062
C 0.4976 3.3606 0.3034
F 0.5719 0.6857 -1.5107
C -0.8473 3.5028 -0.0704
S -2.0996 2.2747 0.1279
C -1.2297 4.7161 -0.6166
F -2.4951 4.9241 -0.9813
C -0.3173 5.7422 -0.8218
F -0.7216 6.8840 -1.3574
S -0.3500 0.0967 2.7739
C 0.2380 1.6912 2.6072
S 1.0764 1.8742 1.0442
C 0.1438 2.7010 3.5079
C 0.7265 3.9878 3.2879
N 1.1825 5.0281 3.1086
C -0.5680 2.5013 4.7331
N -1.1395 2.3409 5.7171
```

The calculation puts the LUMO energy at -0.073 Eh. Its net charge is 0. The HOMO-LUMO gap comes out at 7.4 eV.



2 unconnected molecules or ions with the total composition C10H10, computed with the ωB97M-V functional and the def2-TZVPD basis.

XYZ file:
```
20
Properties=species:S:1:pos:R:3
C 2.5526 0.4331 0.0894
C 1.3856 -1.5206 0.1759
C 1.9925 1.2440 -0.7973
C 0.3760 -1.3236 -0.6865
C -3.0810 -0.5835 0.9611
C -2.7203 -0.2905 -0.2888
C 1.5825 -0.3049 0.9441
C 0.5814 1.2518 -0.5493
C 0.3444 0.4796 0.7182
C -0.2644 -0.0545 -0.5047
H 3.5630 0.2606 0.1332
H 2.1733 -2.4182 0.3461
H 2.5844 1.8869 -1.4612
H 0.0101 -1.8928 -1.4776
H -4.0889 -1.0768 1.2243
H -2.4744 -0.4062 1.9271
H -3.1269 -0.4657 -1.3250
H 2.0045 -0.3914 1.8820
H -0.1246 1.9610 -0.9344
H -0.1206 1.0597 1.4638
```

As for the energy above the lowest of the compared OMol25 structures with the same formula, charge and spin: 113.43 kcal/mol. The calculation puts the LUMO energy (spin up / spin down) at -0.001 / 0.002 Eh. Its net charge is 0. The HOMO-LUMO gap (spin up / spin down) comes out at 8.0 / 8.0 eV.



A molecular structure, C10H10AgBrN2O4, computed with the ωB97M-V functional and the def2-TZVPD basis.

XYZ file:
```
28
Properties=species:S:1:pos:R:3
C -2.7370 1.8313 -2.4921
C -2.6233 0.2302 -2.5551
O -3.6576 -0.5046 -2.5708
O -1.3634 -0.4829 -2.5785
C -0.5497 -0.1246 -1.4106
C -0.0222 -1.3828 -0.5635
C 1.4325 -1.1269 0.1402
C 1.3303 -0.3357 1.5300
C 0.6874 1.1537 1.3778
N 0.1533 2.1731 0.9887
C 0.3280 -1.1020 2.5698
O 0.4895 -2.3158 2.9091
O -0.7547 -0.3560 3.1611
C 2.7237 -0.1305 2.3204
Br 4.1671 -1.4024 1.8572
C 2.4538 -0.0966 3.9216
N 2.2956 -0.2654 5.1138
H -1.6333 2.2493 -2.5346
H -3.1425 2.1767 -1.4604
H -3.3872 2.3070 -3.3238
H -1.1861 0.5183 -0.6777
H 0.2927 0.5906 -1.7693
H -0.8041 -1.7711 0.1867
H 0.1255 -2.2484 -1.3264
H 2.1881 -0.6444 -0.5893
H 1.8441 -2.1970 0.3307
H 3.1090 0.9343 2.0732
Ag -1.6883 2.3509 -4.5273
```

The multiplicity is 2. The calculation puts the LUMO energy (spin up / spin down) at -0.244 / -0.244 Eh. The expectation value of S² is 0.7554. Its net charge is +1. The HOMO-LUMO gap (spin up / spin down) comes out at 6.8 / 6.7 eV.